# 1
This record from the Open Molecules 2025 dataset describes one molecule with the formula C17H15ClFNO4 at a distorted geometry. The level of theory is ωB97M-V with the def2-TZVPD basis set.

Geometry as XYZ:
```
39
Properties=species:S:1:pos:R:3
C -5.683 2.543 1.488
H -6.389 2.265 0.713
H -5.993 2.848 2.358
O -4.787 1.439 1.570
C -4.149 0.798 0.371
C -3.381 -0.189 0.831
C -2.672 -0.804 -0.071
C -2.721 -0.171 -1.662
C -3.604 0.890 -1.890
C -4.242 1.413 -0.786
H -4.990 2.486 -0.994
H -3.759 1.336 -2.904
H -2.141 -0.839 -2.465
C -1.679 -1.738 0.151
O -1.971 -2.636 0.865
N -0.648 -1.967 -0.528
H -0.279 -1.320 -1.185
C 0.395 -2.962 -0.259
H 0.077 -3.518 0.288
C 1.630 -2.282 0.462
O 2.622 -2.947 0.468
O 1.350 -0.952 0.840
C 2.522 -0.298 1.438
C 3.550 0.158 0.648
C 3.478 0.276 -1.149
C 4.573 0.598 -1.739
C 5.657 0.872 -1.149
C 5.853 1.247 0.194
C 4.712 0.572 1.137
Cl 5.021 0.607 2.809
H 6.738 1.579 0.605
F 6.605 1.493 -2.057
H 4.418 0.610 -2.781
H 2.549 -0.397 -1.371
H 2.033 0.346 1.936
H 3.008 -0.919 2.132
H 0.783 -3.444 -1.407
H -3.254 -0.469 2.049
H -5.236 3.478 1.045
```

Values from the calculation:
* charge: 0
* SMILES: COc1cccc(C(=O)NCC(=O)OCc2ccc(F)cc2Cl)c1
* highest occupied orbital energy: -8.75 eV
* ΔE to the lowest compared entry with this formula, charge and spin: 1271.0 kJ/mol
* LUMO: -0.329 eV
* frontier orbital gap: 8.43 eV
* 2S+1: 1

---

# 2
This record from the Open Molecules 2025 dataset describes C17H15ClO3Ti as an isolated structure at a distorted geometry. The level of theory is ωB97M-V with the def2-TZVPD basis set.

Geometry as XYZ:
```
37
Properties=species:S:1:pos:R:3
C 0.624 1.305 -2.047
C -0.806 1.306 -1.781
C -1.278 -0.029 -1.903
H -1.416 2.187 -1.567
C -0.178 -0.888 -2.139
C 1.007 -0.087 -2.254
H 2.015 -0.453 -2.466
H 1.290 2.175 -2.016
H -2.335 -0.336 -1.864
H -0.213 -1.979 -2.244
Ti 0.560 0.430 -0.207
Cl 0.860 2.279 0.988
C -0.524 -0.598 2.392
C -0.764 -1.735 1.563
C -1.850 -1.423 0.695
H -0.242 -2.683 1.633
C -2.265 -0.091 0.962
C -1.471 0.415 2.034
H -1.557 1.399 2.480
H 0.211 -0.532 3.183
H -2.240 -2.088 -0.073
H -3.031 0.480 0.441
O 2.945 -2.605 2.096
C 4.112 -1.945 1.945
C 5.243 -2.390 2.629
C 6.460 -1.745 2.467
C 6.585 -0.666 1.593
C 5.484 -0.203 0.893
C 4.250 -0.837 1.055
C 3.160 -0.376 0.196
O 3.308 0.470 -0.705
O 1.955 -0.885 0.445
H 2.278 -2.118 1.523
H 5.162 -3.265 3.276
H 7.331 -2.112 2.978
H 7.532 -0.163 1.443
H 5.539 0.615 0.196
```

Values from the calculation:
* charge: -2
* highest occupied orbital energy (spin up / spin down): 2.46 / -0.93 eV
* LUMO (spin up / spin down): 4.725 / 4.615 eV
* frontier orbital gap (spin up / spin down): 2.27 / 5.55 eV
* 2S+1: 3

---

# 3
This record from the Open Molecules 2025 dataset describes one molecule with the formula C17H15F3N2O at a distorted geometry. The level of theory is ωB97M-V with the def2-TZVPD basis set.

Geometry as XYZ:
```
38
Properties=species:S:1:pos:R:3
O -2.458 2.465 -4.076
F -1.755 2.374 -6.713
F -1.151 0.291 -6.225
F 0.256 1.908 -5.989
C -1.474 1.793 -4.405
C 3.600 -1.337 0.857
C 3.468 -1.501 2.243
C 2.558 -0.774 0.138
C -1.727 1.799 -1.235
C 0.236 0.418 -1.399
C 2.291 -1.109 2.859
C -1.725 1.642 0.136
C 1.339 -0.412 0.723
C 0.249 0.276 -0.002
C -0.770 1.169 -2.024
C 1.217 -0.666 2.109
C -0.740 0.877 0.778
N -0.701 1.154 -3.425
N 0.006 -0.389 2.756
C -1.077 1.608 -5.862
C -0.802 0.725 2.264
C -1.483 -2.312 2.602
C -0.657 -1.433 3.539
H 4.523 -1.637 0.369
H 4.329 -1.898 2.771
H 2.748 -0.560 -0.890
H -2.517 2.368 -1.670
H 1.002 -0.089 -1.933
H 2.220 -1.175 3.956
H -2.447 2.176 0.752
H 0.078 0.649 -3.816
H -1.830 0.536 2.632
H -0.422 1.672 2.694
H -1.990 -3.088 3.194
H -2.263 -1.718 2.099
H -0.857 -2.748 1.849
H -1.316 -0.977 4.268
H 0.042 -2.080 4.077
```

Values from the calculation:
* charge: 0
* SMILES: CCN1Cc2ccc(NC(=O)C(F)(F)F)cc2-c2ccccc21
* highest occupied orbital energy: -7.65 eV
* ΔE to the lowest compared entry with this formula, charge and spin: 0.0 kJ/mol
* LUMO: 0.483 eV
* frontier orbital gap: 8.13 eV
* 2S+1: 1

---

# 4
This record from the Open Molecules 2025 dataset describes one molecule with the formula C17H15FN2O4S at a distorted geometry. The level of theory is ωB97M-V with the def2-TZVPD basis set.

Geometry as XYZ:
```
40
Properties=species:S:1:pos:R:3
O 1.844 2.977 -0.065
C 1.281 1.965 -0.271
N 1.751 0.812 -0.493
C 2.972 0.251 -0.442
C 3.156 -1.267 -0.679
C 4.368 -1.656 -0.434
C 5.427 -0.862 -0.172
C 5.266 0.647 -0.352
C 3.951 1.166 -0.362
H 3.875 2.154 -0.185
H 6.065 1.497 -0.093
H 6.407 -1.053 -0.413
F 4.647 -3.083 -0.703
H 2.319 -1.679 -0.602
H 0.910 -0.059 -0.666
C -0.481 2.062 -0.204
N -1.106 0.853 0.373
C -0.766 0.593 1.654
O 0.376 1.216 2.004
C -1.645 -0.296 2.436
C -1.259 -1.772 1.894
H -1.984 -2.408 2.598
H -0.182 -1.851 2.305
S -1.401 -1.945 0.353
O -1.803 -3.151 -0.342
O -0.004 -1.569 -0.431
C -2.567 -1.005 -0.373
C -3.692 -1.136 -0.997
C -4.722 -0.447 -1.396
C -4.346 0.911 -1.387
C -3.216 1.540 -0.911
C -2.340 0.519 -0.422
H -3.011 2.530 -0.797
H -5.104 1.522 -1.908
H -5.577 -0.842 -1.969
H -3.831 -2.164 -0.967
H -2.642 -0.173 1.912
H -1.460 -0.142 3.651
H -0.671 3.103 0.145
H -0.807 2.243 -1.290
```

Values from the calculation:
* charge: 0
* SMILES: O=C(CN1C(=O)CCS(=O)(=O)c2ccccc21)Nc1cccc(F)c1
* highest occupied orbital energy: -7.91 eV
* ΔE to the lowest compared entry with this formula, charge and spin: 1228.3 kJ/mol
* LUMO: -0.901 eV
* frontier orbital gap: 7.01 eV
* 2S+1: 1

---

# 5
This record from the Open Molecules 2025 dataset describes one molecule with the formula C17H15N3O3. The level of theory is ωB97M-V with the def2-TZVPD basis set.

Geometry as XYZ:
```
38
Properties=species:S:1:pos:R:3
C -1.664 -2.711 5.297
N -2.028 -2.873 3.911
C -1.508 -2.045 2.958
C -1.971 -2.074 1.630
C -1.432 -1.254 0.665
C -0.412 -0.356 0.975
C 0.033 -0.301 2.297
C -0.490 -1.125 3.264
H -0.100 -1.056 4.266
H 0.812 0.405 2.544
C 0.202 0.560 0.002
O 0.777 1.589 0.289
N 0.061 0.179 -1.321
N 0.688 0.939 -2.287
C 0.084 2.063 -2.860
O -1.075 2.357 -2.751
C 1.172 2.722 -3.621
C 1.149 3.855 -4.407
C 2.342 4.252 -5.005
C 3.511 3.531 -4.820
C 3.533 2.386 -4.031
C 2.352 1.994 -3.435
C 2.060 0.847 -2.546
O 2.775 -0.026 -2.135
H 4.440 1.820 -3.881
H 4.422 3.866 -5.294
H 2.357 5.139 -5.621
H 0.236 4.412 -4.545
H -0.151 -0.778 -1.566
H -1.847 -1.291 -0.332
H -2.774 -2.735 1.350
C -3.014 -3.866 3.566
H -2.667 -4.481 2.732
H -3.971 -3.409 3.289
H -3.182 -4.521 4.417
H -2.287 -3.354 5.914
H -0.617 -2.983 5.468
H -1.814 -1.679 5.624
```

Values from the calculation:
* charge: 0
* SMILES: CN(C)c1ccc(C(=O)NN2C(=O)c3ccccc3C2=O)cc1
* highest occupied orbital energy: -7.88 eV
* ΔE to the lowest compared entry with this formula, charge and spin: 133.4 kJ/mol
* LUMO: -0.256 eV
* frontier orbital gap: 7.62 eV
* 2S+1: 1